No. 1
A molecular structure, C51H42F3IN4O3PPtSb. Source: the Open Molecules 2025 dataset; level of theory: ωB97M-V/def2-TZVPD.

```
107
Properties=species:S:1:pos:R:3:mulliken_charge:R:1
Pt -0.3768 -0.2713 -0.1953 0.99
O -0.0591 -5.9094 3.7564 -0.50
C -1.1097 -4.9913 3.9557 -0.53
C -0.9535 -3.8409 3.0080 -0.14
C -1.7130 -2.6831 3.1278 -1.42
C -1.5460 -1.6817 2.1994 0.65
N -0.6964 -1.7683 1.1728 0.31
C 0.0484 -2.8797 1.0443 -0.16
C -0.0613 -3.9220 1.9476 -0.45
C 0.9305 -2.9676 -0.1306 0.90
C 2.0133 -3.8293 -0.1587 0.13
C 2.7740 -3.9513 -1.3144 0.47
C 3.9706 -4.8703 -1.2981 -0.99
O 4.6966 -4.7342 -0.0931 -0.49
C 2.3707 -3.2320 -2.4293 -0.96
C 1.2991 -2.3675 -2.3090 -0.96
N 0.6081 -2.2006 -1.1855 -0.35
H -0.2016 -6.6786 4.3163 0.32
H -1.1252 -4.6158 4.9858 0.38
H -2.0848 -5.4562 3.7613 0.37
H -2.4328 -2.5477 3.9246 0.65
H -2.1277 -0.7809 2.2832 -0.34
H 0.5131 -4.8288 1.8410 0.67
H 2.2877 -4.3996 0.7154 0.40
H 4.5938 -4.7140 -2.1807 0.42
H 3.6080 -5.9011 -1.3343 0.31
H 5.4145 -4.1063 -0.2205 0.30
H 2.8767 -3.3432 -3.3790 0.50
H 0.9754 -1.8082 -3.1789 0.62
I 0.3630 5.0336 -3.3398 0.18
C 0.3708 3.0221 -2.8376 -1.01
C 0.7033 1.9425 -3.6267 -0.17
N 0.5033 0.8424 -2.8808 0.42
N 0.0564 1.1504 -1.6577 0.38
C -0.0212 2.4757 -1.6115 -0.50
H 1.0770 1.9042 -4.6358 0.53
H 0.6297 -0.1166 -3.1492 0.00
H -0.3090 3.0080 -0.7212 0.70
F -5.9505 -0.0036 5.6278 -0.33
C -5.1248 0.3848 4.6543 0.25
C -5.6238 0.5410 3.3730 -0.73
C -4.7580 0.9287 2.3616 -0.27
C -3.4139 1.1480 2.6422 0.18
C -2.9369 0.9969 3.9410 -0.43
C -3.7944 0.6133 4.9608 -0.61
Sb -2.0609 1.7824 1.0834 0.49
C -3.0155 0.7664 -0.5886 0.61
C -3.5529 -0.5165 -0.4319 -0.40
C -4.2345 -1.1358 -1.4697 -0.81
C -4.3733 -0.4633 -2.6689 0.01
F -5.0376 -1.0456 -3.6663 -0.33
C -3.8433 0.8024 -2.8628 -0.85
C -3.1570 1.4068 -1.8241 -1.20
C -2.9328 3.7426 0.8967 0.65
C -4.0763 3.9645 0.1406 -0.47
C -4.7157 5.1923 0.2089 -0.70
C -4.1969 6.1731 1.0365 0.23
F -4.8205 7.3485 1.1128 -0.31
C -3.0503 5.9728 1.7856 -0.60
C -2.4134 4.7453 1.7077 -0.72
H -6.6761 0.3767 3.1833 0.50
H -5.1394 1.0587 1.3556 0.39
H -1.8910 1.1789 4.1646 0.40
H -3.4502 0.5045 5.9807 0.51
H -3.5063 -1.0236 0.5220 0.52
H -4.6688 -2.1194 -1.3511 0.53
H -3.9886 1.3009 -3.8122 0.53
H -2.7527 2.4011 -1.9734 0.83
H -4.4857 3.1894 -0.4956 0.38
H -5.6111 5.3931 -0.3638 0.49
H -2.6748 6.7660 2.4175 0.47
H -1.5148 4.5750 2.2893 0.40
O 1.4274 0.6797 1.2050 1.06
P 2.7527 0.1948 1.7431 -0.21
C 2.5909 -1.1062 2.9904 1.23
C 3.4061 -2.2313 3.0589 -0.18
C 3.2975 -3.0958 4.1394 -0.86
C 2.3929 -2.8278 5.1554 -0.73
C 1.5864 -1.6976 5.0956 -0.79
C 1.6834 -0.8357 4.0153 -0.80
C 3.6267 1.5093 2.6242 0.67
C 4.4419 1.2185 3.7158 -0.27
C 5.1651 2.2375 4.3173 -0.75
C 5.0766 3.5333 3.8292 -0.60
C 4.2738 3.8182 2.7330 -0.64
C 3.5467 2.8069 2.1262 -0.57
C 3.8965 -0.2790 0.4164 0.34
C 3.4928 -0.0338 -0.8915 -0.22
C 4.3615 -0.2648 -1.9485 -0.49
C 5.6346 -0.7556 -1.6980 -0.62
C 6.0494 -0.9803 -0.3914 -1.10
C 5.1925 -0.7280 0.6690 -0.46
H 4.1293 -2.4310 2.2790 0.29
H 3.9260 -3.9759 4.1882 0.49
H 2.3222 -3.5001 6.0002 0.46
H 0.9069 -1.4747 5.9088 0.47
H 1.0690 0.0560 3.9553 0.50
H 4.5048 0.2088 4.1020 0.40
H 5.7933 2.0165 5.1698 0.45
H 5.6264 4.3288 4.3143 0.40
H 4.2142 4.8279 2.3493 0.44
H 2.9097 3.0111 1.2737 0.38
H 2.4992 0.3623 -1.0552 0.45
H 4.0603 -0.0503 -2.9665 0.49
H 6.3145 -0.9423 -2.5191 0.47
H 7.0612 -1.3160 -0.1981 0.49
H 5.5457 -0.8486 1.6861 0.57
```

Net charge: +2
Kohn-Sham gap (spin up / spin down) (eV): 6.3 / 6.3
Max |F| (eV Å⁻¹): 1.1
LUMO energy (spin up / spin down) (eV): -6.498 / -6.501
E_HOMO (spin up / spin down) (eV): -12.77 / -12.77
Energy relative to the best compared isomer or geometry (same formula, charge and spin) (kJ/mol): 205.6

***

No. 2
A molecular structure, C51H43Cl2IrN6O2P2. Source: the Open Molecules 2025 dataset; level of theory: ωB97M-V/def2-TZVPD.

```
107
Properties=species:S:1:pos:R:3:mulliken_spin:R:1
Ir -1.5951 0.2251 0.5063 0.00
Cl -0.0138 5.1760 5.0028 0.00
C -0.8468 3.8736 4.2337 0.00
C -0.4375 3.4937 2.9598 0.00
C -1.0648 2.4395 2.3317 0.00
N -0.7918 2.1334 0.9615 0.00
C 0.4123 1.9265 0.4521 0.00
O 1.4334 1.3908 0.9797 0.00
C 0.6659 2.2384 -0.9582 0.00
C 0.3519 3.3558 -1.6147 0.01
C 1.0535 3.6339 -2.8657 0.00
C 1.7519 2.6685 -3.4674 -0.02
C 1.6737 1.2575 -2.9511 0.04
N 1.5473 1.3097 -1.4858 0.00
C -2.1069 1.7504 2.9653 0.00
C -2.5433 2.1576 4.2130 0.00
C -1.9018 3.2198 4.8457 0.00
Cl -2.4490 3.6817 6.4187 0.00
N -2.5821 0.6300 2.2307 0.00
C -3.2949 -0.3876 2.7757 0.00
O -3.6799 -0.5258 3.9193 0.00
C -3.6013 -1.4558 1.7326 0.00
C -4.5342 -2.4342 1.9888 0.00
C -4.7641 -3.4089 1.0290 0.00
C -4.0349 -3.3647 -0.1461 0.00
C -3.1152 -2.3512 -0.3439 0.00
N -2.8997 -1.4071 0.5776 0.00
H 0.3614 4.0364 2.4729 0.00
H -0.3201 4.0634 -1.1525 0.00
H 1.0594 4.6432 -3.2553 0.00
H 2.3476 2.8730 -4.3495 0.00
H 0.7761 0.7761 -3.3532 -0.02
H -3.3378 1.6428 4.7286 0.00
H -5.0414 -2.4027 2.9435 0.00
H -5.4946 -4.1894 1.1959 0.00
H -4.1691 -4.0963 -0.9305 0.00
H -2.5439 -2.2812 -1.2590 0.00
N 1.6146 -1.0302 0.2602 0.00
P 0.2062 -1.0809 1.2236 0.00
C 0.8459 -0.8536 2.9132 0.00
C 0.0676 -0.3715 3.9545 0.00
C 0.5851 -0.2554 5.2390 0.00
C 1.8903 -0.6292 5.4983 0.00
C 2.6740 -1.1436 4.4714 0.00
C 2.1551 -1.2629 3.1958 0.00
C -0.1717 -2.8517 1.1827 0.00
C -0.9298 -3.3830 2.2266 0.00
C -1.2323 -4.7329 2.2534 0.00
C -0.7692 -5.5722 1.2460 0.00
C 0.0110 -5.0569 0.2231 0.00
C 0.3158 -3.7017 0.1936 -0.01
P 2.3861 0.2440 -0.5476 0.01
C 3.9491 0.6891 0.2302 0.00
C 5.0164 -0.2059 0.1390 -0.01
C 6.2474 0.1103 0.6937 0.00
C 6.4380 1.3391 1.3065 0.00
C 5.3908 2.2480 1.3748 0.00
C 4.1498 1.9222 0.8543 0.00
C 2.9070 -0.6111 -2.0556 0.27
C 2.9008 0.3611 -3.2024 0.06
C 2.9218 -0.2982 -4.5419 0.32
C 3.1145 -1.6307 -4.6812 -0.09
C 3.2263 -2.4796 -3.5497 0.39
C 3.0639 -1.9474 -2.2554 -0.09
H 2.3349 -1.6233 0.6627 0.00
H -0.9547 -0.0917 3.7945 0.00
H -0.0451 0.1289 6.0305 0.00
H 2.2980 -0.5331 6.4958 0.00
H 3.6898 -1.4576 4.6706 0.00
H 2.8032 -1.6927 2.4425 0.00
H -1.2545 -2.7583 3.0524 0.00
H -1.8176 -5.1302 3.0728 0.00
H -1.0007 -6.6291 1.2733 0.00
H 0.3904 -5.7086 -0.5530 0.00
H 0.9160 -3.3056 -0.6159 0.01
H 4.9087 -1.1551 -0.3709 0.00
H 7.0616 -0.5991 0.6306 0.00
H 7.4033 1.5923 1.7251 0.00
H 5.5360 3.2110 1.8458 0.00
H 3.3385 2.6275 0.9372 0.00
H 3.7853 1.0210 -3.1359 0.06
H 2.8181 0.3314 -5.4185 0.00
H 3.1652 -2.0617 -5.6728 0.00
H 3.3782 -3.5414 -3.6814 0.01
H 3.0344 -2.6358 -1.4153 0.00
C -4.9317 2.2623 -3.3959 0.00
N -3.7558 2.6379 -2.6406 0.00
C -2.8869 3.5816 -3.2959 0.00
C -3.1645 1.6464 -1.7783 0.00
C -2.1536 0.6615 -2.3560 0.00
C -2.1334 0.4108 -3.7288 -0.01
C -1.3093 -0.5602 -4.2763 0.00
C -0.5017 -1.3176 -3.4406 0.03
C -0.5293 -1.0891 -2.0705 -0.01
C -1.3337 -0.0985 -1.4959 0.01
H -5.5152 3.1554 -3.6297 0.00
H -5.5655 1.6100 -2.7941 0.00
H -4.7304 1.7484 -4.3479 0.00
H -3.4874 4.4001 -3.6961 0.00
H -2.2899 3.1698 -4.1242 0.00
H -2.1951 4.0134 -2.5719 0.00
H -4.0015 1.0581 -1.3805 0.00
H -2.7158 2.1503 -0.9098 0.00
H -2.7822 0.9891 -4.3719 0.00
H -1.3030 -0.7347 -5.3449 0.00
H 0.1518 -2.0815 -3.8493 0.00
H 0.1004 -1.7092 -1.4494 -0.01
```

Net charge: +1
Multiplicity: 2
Kohn-Sham gap (spin up / spin down) (eV): 6.3 / 6.5
Max |F| (eV Å⁻¹): 1.9
LUMO energy (spin up / spin down) (eV): -3.531 / -3.530
E_HOMO (spin up / spin down) (eV): -9.85 / -10.01
Energy relative to the best compared isomer or geometry (same formula, charge and spin) (kJ/mol): 0.0

***

> Among the records above, which one has the lowest energy relative to the best compared isomer or geometry (same formula, charge and spin)?

C51H43Cl2IrN6O2P2

***

> Among the records above, which one has the highest net charge?

C51H42F3IN4O3PPtSb

***

> Number 1 is which compound?

C51H42F3IN4O3PPtSb